(1)
Here is an isolated molecule of C11H11NO at a distorted geometry from the Open Molecules 2025 dataset. Energies are from wB97M-V/def2-TZVPD.

Computed properties:
- HOMO energy (eV) = -7.8
- ΔE to the lowest compared entry with this formula, charge and spin (kJ/mol) = 155.1
- net charge = 0
- SMILES string = Cc1cc(C)c2cccnc2c1O

```
24
C11H11NO, DFT wB97M-V/def2-TZVPD
C 1.4865 2.0191 -2.2897
C 0.8224 1.1284 -1.3679
C 1.2956 -0.1611 -1.0879
C 0.8281 -1.0388 -0.2147
C 1.3972 -2.3652 0.2365
C -0.3050 -0.6834 0.5587
C -0.9020 -1.4961 1.6735
C -2.0948 -0.9863 2.1225
C -2.3959 0.3883 1.9375
N -1.8416 1.1521 0.9711
C -0.8531 0.4850 0.3082
C -0.2185 1.4402 -0.6024
O -0.8465 2.6231 -0.5785
H 2.5545 1.7737 -2.7309
H 0.9475 2.2157 -3.2975
H 1.5525 3.0277 -1.8615
H 1.8340 -0.4101 -1.9458
H 0.6623 -3.1416 0.3009
H 2.1389 -2.8513 -0.5297
H 1.9717 -2.3016 1.1268
H -0.5130 -2.5122 1.9361
H -2.7594 -1.5974 2.7245
H -3.2636 0.8402 2.4327
H -1.4977 2.4516 0.1775
```

Charges per atom according to natural (NBO) partitioning, unit e:
1. C -0.6381
2. C -0.1561
3. C -0.1507
4. C -0.0636
5. C -0.6207
6. C -0.0689
7. C -0.1119
8. C -0.2775
9. C 0.0739
10. N -0.4467
11. C 0.0685
12. C 0.4014
13. O -0.6926
14. H 0.2218
15. H 0.2242
16. H 0.2373
17. H 0.2062
18. H 0.2084
19. H 0.2146
20. H 0.2172
21. H 0.2309
22. H 0.2239
23. H 0.2008
24. H 0.4975

---

(2)
Here is a structure of composition C35H37ClP2W at a distorted geometry from the Open Molecules 2025 dataset. Energies are from wB97M-V/def2-TZVPD.

Computed properties:
- HOMO energy (alpha / beta) (eV) = -13.8 / -13.9
- spin multiplicity = 3
- net charge = +2

```
76
C35H37ClP2W, DFT wB97M-V/def2-TZVPD
W -0.3611 0.6633 -0.9243
C -1.8174 1.1769 -2.3191
C -1.8135 -0.2555 -1.9715
C -1.2398 -1.3210 -2.9003
C -0.0296 -0.8719 -3.6691
C 0.9171 -0.0549 -2.7884
C 0.8402 1.3317 -2.4776
C 0.1446 2.2739 -3.3337
C -1.2784 1.7543 -3.5738
C -0.3525 -0.0418 2.3111
H -2.6427 1.7251 -1.9379
H -2.6859 -0.6622 -1.4615
H -2.0078 -1.7491 -3.5611
H -0.9473 -2.1391 -2.2461
H 0.5174 -1.7741 -3.9431
H -0.3101 -0.3936 -4.6184
H 1.9097 -0.4952 -2.8375
H 1.5115 1.7289 -1.7023
H 0.6558 2.3188 -4.2702
H 0.1276 3.2549 -2.8703
H -1.9199 2.5993 -3.8400
H -1.3091 1.0597 -4.4077
H -0.4728 0.9988 2.6357
H 0.7950 -0.1591 2.4446
H -0.7387 -0.7311 3.0177
P -1.4020 -0.8115 0.9497
P 2.3552 0.1482 1.3147
C 0.1474 -1.2864 -0.2149
C 1.3417 -0.4911 -0.0921
C -2.5328 -2.3492 1.3562
C -2.8631 -3.3481 0.4223
C -3.6084 -4.4882 0.7557
C -4.0706 -4.6540 2.0585
C -3.8011 -3.6648 3.0039
C -3.0734 -2.5259 2.6347
C -2.9824 0.3497 0.6753
C -2.6694 1.6454 0.2794
C -3.4534 2.7845 0.3970
C -4.8445 2.5429 0.3365
C -5.3123 1.2418 0.4284
C -4.4076 0.1587 0.6735
C 3.6733 -0.9470 1.8222
C 3.3931 -2.2683 2.1872
C 4.4505 -3.1368 2.3619
C 5.7558 -2.6885 2.1847
C 6.0280 -1.3635 1.8546
C 4.9801 -0.4699 1.7089
C 3.0675 1.7585 0.8668
C 3.1419 2.8028 1.8100
C 3.3202 4.1097 1.3800
C 3.4570 4.3725 0.0076
C 3.5872 3.3237 -0.9006
C 3.4186 2.0248 -0.4585
H 0.1609 -2.1295 -0.9116
H 2.0690 -0.5512 -0.9207
H -2.5504 -3.2541 -0.6183
H -3.8266 -5.2395 -0.0052
H -4.6239 -5.5526 2.3318
H -4.1784 -3.8070 4.0178
H -2.9419 -1.7475 3.3721
H -1.6868 1.8625 -0.2341
H -3.0392 3.7986 0.4217
H -5.5140 3.4003 0.2076
H -6.4128 1.0768 0.3372
H -4.8788 -0.8023 0.8599
H 2.3506 -2.5468 2.2918
H 4.2489 -4.1494 2.6507
H 6.5828 -3.3645 2.3408
H 7.0332 -0.9849 1.7231
H 5.1426 0.5893 1.4807
H 2.9751 2.5863 2.8590
H 3.3780 4.9301 2.1096
H 3.5214 5.4210 -0.3147
H 3.8312 3.5498 -1.9289
H 3.5577 1.2231 -1.1652
Cl 0.2123 2.6843 0.5356
```

Charges per atom according to Mulliken partitioning, unit e:
1. W -0.8621
2. C -0.9568
3. C 0.7839
4. C -0.9038
5. C -1.4839
6. C -0.6357
7. C 0.7868
8. C -1.1254
9. C -1.1067
10. C -0.9460
11. H 0.6897
12. H 1.2005
13. H 0.5457
14. H 0.0249
15. H 0.6006
16. H 0.2809
17. H 0.7528
18. H -0.3682
19. H 0.4673
20. H 0.4034
21. H 0.5055
22. H 0.2345
23. H 0.4626
24. H -0.1152
25. H 0.4987
26. P 1.9103
27. P 0.4866
28. C -0.5495
29. C -1.5614
30. C 0.4189
31. C -0.0279
32. C -0.9031
33. C -0.3644
34. C -0.9502
35. C -0.2049
36. C 0.6678
37. C 0.0575
38. C -1.0312
39. C -0.3786
40. C -0.9869
41. C -0.4169
42. C 0.5576
43. C -0.2893
44. C -0.7752
45. C -0.4833
46. C -0.7108
47. C -0.4298
48. C 0.0338
49. C -0.3862
50. C -0.5829
51. C -0.5110
52. C -0.5031
53. C -0.2699
54. H 1.2684
55. H 0.9938
56. H 0.2325
57. H 0.4395
58. H 0.4179
59. H 0.4144
60. H 0.3877
61. H 0.2428
62. H 0.4509
63. H 0.4236
64. H 0.3974
65. H 0.4657
66. H 0.4433
67. H 0.4370
68. H 0.4088
69. H 0.4344
70. H 0.3911
71. H 0.4290
72. H 0.4234
73. H 0.4378
74. H 0.4897
75. H 0.6397
76. Cl -0.2186

---

Electronic energy (computed, eV): -15121.3603 -69795.9785